w | 18
Properties=species:S:1:pos:R:3:lowdin_charge:R:1 method="wB97M-V/def2-TZVPD" e_homo_ev=-9.169 e_lumo_ha=0.017 homo_lumo_gap_ev=9.62 spin_multiplicity=1
H -0.530 -1.394 1.071 0.05
N -0.062 -0.596 1.475 0.11
C 0.923 -0.217 0.763 -0.57
N 1.776 -1.254 0.195 0.07
N 1.233 1.006 0.334 -0.01
C 0.305 2.132 0.385 -0.07
H 2.604 -1.532 0.709 0.07
H 2.089 -1.124 -0.762 0.06
H 2.185 1.335 0.266 0.13
H 0.284 2.669 -0.559 0.08
H -0.672 1.762 0.680 0.07
H 0.554 2.808 1.212 0.09
O -1.416 -2.625 -5.314 -0.08
H -0.706 -2.019 -5.606 0.04
H -1.359 -2.772 -4.359 0.03
O -2.550 0.997 3.148 -0.08
H -2.469 0.382 3.897 0.04
H -2.190 0.443 2.465 -0.02


x | 18
Properties=species:S:1:pos:R:3:lowdin_charge:R:1 method="wB97M-V/def2-TZVPD" e_homo_ev=-8.347 e_lumo_ha=0.030 homo_lumo_gap_ev=9.18 spin_multiplicity=1
H 2.417 -1.052 2.001 0.03
N 1.520 -0.778 1.636 0.10
C 1.060 0.329 2.068 -0.58
N 1.347 0.909 3.285 0.12
N 0.281 1.176 1.286 -0.06
C -0.560 0.829 0.165 -0.11
H 0.868 1.762 3.482 0.08
H 2.060 0.473 3.843 0.09
H 0.695 2.089 1.200 0.12
H -0.885 -0.200 0.282 0.08
H 0.031 0.840 -0.761 0.07
H -1.345 1.558 -0.022 0.07
O -4.384 1.851 -5.430 -0.06
H -4.543 1.067 -4.900 0.03
H -3.437 1.941 -5.547 0.03
O 1.759 -3.943 -1.063 -0.07
H 1.723 -4.087 -0.111 0.03
H 1.391 -4.763 -1.410 0.03


Most stable structure - x; separation to the second - 0.0036 hartree.